No. 1
{
  "formula": "C6H7NS",
  "method": "ωB97M-V/def2-TZVPD",
  "lumo_ev": [-3.07, -3.07],
  "gap_ev": [3.90, 3.90],
  "de_lowest_kj_mol": 666.8,
  "largest_force_ev_per_a": 3.04,
  "symbols": ["C", "C", "C", "C", "C", "C", "N", "S", "H", "H", "H", "H", "H", "H", "H"],
  "positions_angstrom": [[-4.021, -0.075, -0.071], [-1.851, 0.467, 0.526], [-0.644, 0.573, 0.447], [0.823, 0.569, 0.371], [1.520, -0.375, -0.437], [2.987, -0.464, -0.347], [-3.113, 0.492, 0.694], [-5.559, -0.245, 0.348], [-3.677, -0.583, -0.932], [1.191, 1.626, 0.092], [1.269, 0.553, 1.315], [0.966, -0.854, -1.256], [3.547, -1.066, -1.074], [3.113, -1.144, 0.640], [3.449, 0.526, -0.316]],
  "lowdin_charge": [-0.8518, -0.1734, -0.0093, -0.2393, -0.0220, -0.0823, -0.0298, 0.5773, 0.0301, 0.2087, 0.1247, 0.1389, 0.0804, 0.1561, 0.0916]
}

No. 2
{
  "formula": "C6H7NSe",
  "method": "ωB97M-V/def2-TZVPD",
  "lumo_ev": 0.20,
  "gap_ev": 8.01,
  "de_lowest_kj_mol": 216.8,
  "largest_force_ev_per_a": 4.32,
  "symbols": ["C", "C", "C", "C", "C", "C", "N", "Se", "H", "H", "H", "H", "H", "H", "H"],
  "positions_angstrom": [[0.533, -0.598, -1.044], [0.649, -0.920, 0.425], [-0.644, 0.044, -1.270], [-0.444, -0.104, 0.970], [-1.228, 0.438, 0.001], [2.076, -0.621, 1.036], [-2.331, 1.229, 0.201], [3.027, 0.213, -0.192], [1.169, -1.055, -1.665], [0.594, -2.108, 0.464], [-1.118, 0.241, -2.226], [-0.450, 0.073, 2.095], [-2.962, 1.559, -0.572], [-2.907, 1.022, 1.004], [4.036, 0.587, 0.772]],
  "lowdin_charge": [-0.1931, -0.4949, -0.0104, -0.0718, -0.3519, -0.4004, 0.0853, 0.9148, 0.0382, 0.1854, 0.1068, 0.1332, 0.1170, 0.0893, -0.1475]
}

No. 3
{
  "formula": "C6H7O2PS",
  "method": "ωB97M-V/def2-TZVPD",
  "lumo_ev": [-2.48, -0.53],
  "gap_ev": [6.28, 8.68],
  "de_lowest_kj_mol": 723.4,
  "largest_force_ev_per_a": 3.94,
  "symbols": ["C", "C", "C", "C", "C", "C", "O", "O", "P", "S", "H", "H", "H", "H", "H", "H", "H"],
  "positions_angstrom": [[-4.172, 0.955, 0.556], [-3.079, 0.891, 0.010], [-1.425, 0.708, -1.715], [-1.776, 0.733, -0.485], [-0.726, 0.520, 0.776], [2.694, -1.831, -0.160], [0.496, 1.145, 0.557], [1.598, -1.003, 0.228], [1.700, 0.525, -0.417], [3.378, 1.374, 0.181], [-5.031, 0.859, 1.150], [-0.660, 0.830, -2.503], [-1.109, 0.988, 1.574], [-0.739, -0.488, 1.089], [2.257, -2.786, -0.601], [3.382, -2.062, 0.674], [3.213, -1.360, -0.915]],
  "lowdin_charge": [0.1506, -0.1242, 0.1942, -0.3158, -0.1810, -0.1838, -0.3482, -0.4120, 0.4583, 0.2874, 0.0190, 0.0545, 0.0789, 0.1089, 0.1101, 0.0980, 0.0051]
}

No. 4
{
  "formula": "C6H7O2S",
  "method": "ωB97M-V/def2-TZVPD",
  "lumo_ev": 3.45,
  "gap_ev": 7.13,
  "total_charge": -1,
  "de_lowest_kj_mol": 113.6,
  "largest_force_ev_per_a": 4.32,
  "symbols": ["C", "C", "C", "C", "S", "C", "C", "O", "O", "H", "H", "H", "H", "H", "H", "H"],
  "positions_angstrom": [[0.844, -0.212, -0.907], [0.248, -0.182, 0.549], [-1.251, -0.550, 0.501], [-2.025, 0.328, 1.212], [-1.174, 1.610, 1.973], [0.396, 1.183, 1.225], [1.490, 1.152, 2.447], [2.213, 0.179, 2.400], [1.534, 2.265, 2.946], [0.543, 0.540, -1.508], [0.722, -1.128, -1.368], [1.891, -0.130, -0.690], [1.076, -0.939, 1.033], [-1.469, -1.293, -0.284], [-3.140, 0.348, 1.314], [0.544, 2.108, 0.512]],
  "lowdin_charge": [-0.0809, -0.3780, -0.1578, -0.4830, 0.8955, -0.4721, -0.7938, -0.0380, -0.0700, 0.0291, 0.0369, 0.0711, 0.1664, 0.0874, 0.0577, 0.1294]
}